1.
A structure of composition C35H30BrClMgN5O13P, computed with ωB97M-V/def2-TZVPD.

Atoms and positions in Å:
Mg (0.02139, 0.28420, -0.25168)
Br (-6.19346, -2.83820, 6.90892)
C (-5.92569, -1.15355, 6.05871)
C (-6.01116, 0.00509, 6.80316)
C (-5.86951, 1.23328, 6.16945)
C (-5.61873, 1.31589, 4.80221)
C (-5.51397, 0.11959, 4.07565)
C (-5.67157, -1.10668, 4.69439)
N (-5.74740, 2.57684, 4.16119)
N (-5.05289, 2.92944, 3.17024)
C (-3.84274, 2.33892, 2.85137)
C (-2.97964, 1.74894, 3.78438)
C (-1.79110, 1.15487, 3.42670)
C (-1.41378, 1.01562, 2.06455)
O (-0.34134, 0.45738, 1.69584)
C (-2.32431, 1.60509, 1.07563)
N (-1.98463, 1.41888, -0.22164)
C (-2.68498, 2.01743, -1.15142)
C (-3.79713, 2.82300, -0.85580)
C (-4.19869, 2.96126, 0.44443)
C (-3.45241, 2.33991, 1.46944)
H (-6.19434, -0.04586, 7.86835)
H (-5.94237, 2.15077, 6.74144)
H (-5.31857, 0.16281, 3.01189)
H (-5.58992, -2.02254, 4.12484)
H (-3.23043, 1.83926, 4.83406)
H (-1.10755, 0.77918, 4.17799)
H (-2.35480, 1.87266, -2.17578)
H (-4.32866, 3.31815, -1.65824)
H (-5.06114, 3.55596, 0.71486)
O (4.15342, 0.24323, -0.13405)
C (3.00448, 0.69119, -0.06718)
O (1.94219, -0.01050, 0.02025)
C (2.84001, 2.20987, -0.05175)
C (3.96398, 2.96624, 0.10153)
C (3.90455, 4.36875, 0.14627)
C (2.68550, 5.01438, 0.08330)
C (1.53269, 4.27904, -0.04290)
C (1.53636, 2.83539, -0.19958)
O (0.50042, 2.20122, -0.50681)
N (0.28306, 5.02704, -0.07371)
O (-0.74975, 4.47039, 0.23448)
O (0.33103, 6.21441, -0.39843)
N (5.10813, 5.14783, 0.27319)
O (5.01993, 6.37048, 0.34164)
O (6.18430, 4.56420, 0.30428)
H (4.91702, 2.46273, 0.18268)
H (2.63082, 6.08960, 0.14719)
Cl (-3.57802, -2.75571, -5.97605)
C (-2.52221, -1.97368, -4.80968)
C (-1.45620, -1.17413, -5.27198)
C (-0.62498, -0.55282, -4.38560)
C (-0.80331, -0.66137, -2.96272)
O (-0.04883, -0.03321, -2.16855)
C (-1.88222, -1.51290, -2.53524)
C (-2.12597, -1.76336, -1.13862)
O (-1.52215, -1.29092, -0.18291)
C (-2.72031, -2.14443, -3.47322)
H (-1.31026, -1.06030, -6.33940)
H (0.20075, 0.06027, -4.72657)
H (-2.94449, -2.47915, -0.93610)
H (-3.53383, -2.76918, -3.11682)
C (1.40317, -4.93469, -2.22886)
C (0.19667, -4.67678, -1.33116)
O (0.53292, -4.12352, -0.06639)
P (1.23262, -2.57586, -0.02477)
O (2.78374, -2.97273, -0.29381)
C (3.83886, -2.85302, 0.66271)
C (5.14283, -2.75673, -0.09625)
O (1.29310, -2.52545, 1.60180)
C (0.11765, -2.56297, 2.41369)
C (0.09860, -3.85572, 3.20576)
H (1.11213, -5.56043, -3.07776)
H (2.18485, -5.43720, -1.65586)
H (1.81918, -3.99593, -2.59744)
H (-0.30576, -5.62264, -1.11983)
H (-0.51369, -4.02626, -1.85674)
H (3.83017, -3.72497, 1.32298)
H (3.68800, -1.95502, 1.25915)
H (5.21208, -3.56328, -0.83246)
H (5.98456, -2.84031, 0.59669)
H (5.18480, -1.79325, -0.60520)
H (-0.78122, -2.47827, 1.80106)
H (0.15652, -1.69672, 3.07190)
H (0.08590, -4.70337, 2.51886)
H (-0.78987, -3.89578, 3.84261)
H (0.99042, -3.92827, 3.83257)

Atoms 1-6, force components in eV/Å:
Mg -0.080 0.230 -0.071
Br 0.045 0.032 -0.015
C 0.002 -0.043 -0.025
C 0.018 0.069 0.025
C 0.113 0.074 0.067
C 0.010 -0.216 -0.008

Its energy above the lowest of the compared OMol25 structures with the same formula, charge and spin is 0.417 eV. Its highest occupied orbital energy is -2.83 eV. For the calculated total energy, the calculation gives -168151.99270 eV. Its total charge is -2. The orbital gap comes out at 6.22 eV. Its molar mass is 899.283 u.

***

2.
A structure of composition C35H30BrGeN3ORuTe, computed with ωB97M-V/def2-TZVPD.

Atoms and positions in Å:
Ru (-2.10777, 0.76271, 1.29182)
Br (8.34293, -6.67845, 1.73421)
C (7.11213, -5.48909, 1.03576)
C (6.63431, -5.67565, -0.26666)
C (5.69539, -4.81484, -0.76910)
C (5.27086, -3.72106, 0.00966)
C (5.76675, -3.52703, 1.31666)
C (6.66682, -4.41979, 1.83067)
N (4.26883, -2.93990, -0.48889)
N (4.04128, -1.77099, -0.29790)
C (2.88382, -1.03621, -0.35558)
C (3.01512, 0.30284, -0.68185)
C (1.92861, 1.17166, -0.63341)
C (0.70884, 0.73274, -0.17331)
O (-0.33287, 1.54700, -0.02345)
C (0.55447, -0.63235, 0.22059)
N (-0.64811, -0.99379, 0.73851)
C (-0.86059, -2.25897, 1.04149)
C (0.10729, -3.25433, 0.85129)
C (1.34568, -2.89638, 0.39094)
C (1.60974, -1.54750, 0.07346)
H (7.00650, -6.49503, -0.86504)
H (5.29887, -4.94035, -1.76844)
H (5.41488, -2.69161, 1.90904)
H (7.04272, -4.30801, 2.83788)
H (3.98552, 0.66732, -0.99501)
H (2.03762, 2.21018, -0.91840)
H (-1.83445, -2.50985, 1.44735)
H (-0.12695, -4.28428, 1.08097)
H (2.10836, -3.65280, 0.26173)
C (-0.79654, -0.90377, 4.52437)
Te (-2.32190, 0.48545, 4.01759)
C (-3.96544, -0.88201, 4.08173)
H (-0.96080, -1.21612, 5.55209)
H (0.15249, -0.37840, 4.45028)
H (-0.81639, -1.75586, 3.85253)
H (-3.67963, -1.72951, 4.69894)
H (-4.23206, -1.20776, 3.08145)
H (-4.80493, -0.36118, 4.53381)
C (0.61772, 5.57279, -3.67999)
C (-0.36792, 5.92380, -2.76728)
C (-1.04599, 4.93647, -2.06723)
C (-0.72584, 3.59565, -2.29306)
C (0.25019, 3.23919, -3.22842)
C (0.92194, 4.23627, -3.91718)
Ge (-1.67201, 2.27233, -1.34091)
C (-2.69690, 2.80420, 0.24975)
C (-3.98092, 2.27374, 0.49836)
C (-4.60610, 2.49617, 1.73314)
C (-3.97592, 3.26838, 2.69906)
C (-2.71455, 3.81878, 2.45630)
C (-2.06496, 3.57454, 1.25620)
C (-2.35962, 0.65097, -2.11231)
C (-2.99213, -0.36595, -1.38560)
C (-3.46824, -1.50158, -2.01628)
C (-3.32590, -1.63247, -3.39449)
C (-2.72003, -0.62909, -4.13362)
C (-2.24573, 0.51258, -3.49840)
H (1.15068, 6.34645, -4.21641)
H (-0.61303, 6.96464, -2.60401)
H (-1.81911, 5.21192, -1.35925)
H (0.48380, 2.19779, -3.42082)
H (1.67341, 3.97388, -4.65008)
H (-4.53077, 1.80527, -0.30876)
H (-5.60219, 2.10934, 1.90781)
H (-4.47466, 3.46239, 3.64046)
H (-2.24538, 4.44600, 3.20357)
H (-1.09949, 4.02463, 1.06148)
H (-3.16145, -0.28209, -0.30795)
H (-3.96911, -2.27576, -1.44968)
H (-3.70614, -2.51656, -3.88901)
H (-2.62373, -0.72887, -5.20638)
H (-1.80134, 1.30717, -4.08679)

Atoms 1-6, force components in eV/Å:
Ru 0.549 0.026 0.307
Br 0.040 -0.030 0.011
C -0.010 -0.015 0.034
C 0.057 -0.015 -0.094
C -0.086 0.000 -0.151
C -0.037 -0.012 0.102

Its energy above the lowest of the compared OMol25 structures with the same formula, charge and spin is 0.344 eV. Its highest occupied orbital energy (alpha / beta) is -15.50 / -15.91 eV. For the calculated total energy, the calculation gives -179704.82834 eV. The expectation value of S² is 8.804. Its multiplicity is 6. Its total charge is +3. The orbital gap (alpha / beta) comes out at 6.46 / 5.82 eV. Its molar mass is 889.829 u.

***

3.
A cluster of 5 separate species, C35H30BrN2O21P in total, computed with ωB97M-V/def2-TZVPD.

Atoms and positions in Å:
C (-0.26786, -3.56942, 1.86085)
C (-0.09786, -3.93114, 0.39129)
C (-0.45101, -2.84397, -0.63466)
Br (-0.34621, -3.79296, -2.35982)
C (0.50330, -1.58846, -0.63545)
C (1.01435, -1.29205, -1.97285)
N (1.49819, -0.97929, -2.95824)
C (-0.10599, -0.23312, -0.04597)
C (-0.26285, 0.80307, -1.05257)
N (-0.44556, 1.64026, -1.81624)
C (-1.41522, -0.35400, 0.74501)
C (-2.64815, -0.25403, -0.10943)
O (-2.78034, -0.74774, -1.18911)
O (-3.68736, 0.46145, 0.47980)
C (-4.53347, -0.38957, 1.19940)
C (-5.86314, -0.60345, 0.57007)
O (-4.15985, -0.89956, 2.21574)
P (1.29095, 0.53715, 1.04042)
O (0.40402, 1.56218, 1.93460)
O (1.59180, -0.70875, 2.05477)
H (-0.19452, -4.49068, 2.43694)
H (0.54589, -2.94008, 2.18819)
H (-1.23838, -3.14617, 2.09530)
H (-0.75139, -4.77245, 0.17565)
H (0.91909, -4.26162, 0.19359)
H (-1.49356, -2.57479, -0.59002)
H (1.40511, -1.87046, -0.08949)
H (-1.49007, 0.42277, 1.50015)
H (-1.50196, -1.29730, 1.26625)
H (-6.10349, 0.15966, -0.15945)
H (-5.82546, -1.55813, 0.04592)
H (-6.61129, -0.68488, 1.35005)
H (0.37556, 1.36362, 2.87968)
H (1.36272, -0.57334, 2.98324)
C (6.85352, 0.18348, 2.97780)
C (8.04081, 0.10476, 2.36219)
C (8.15967, 0.03372, 0.86189)
O (9.28350, -0.01816, 0.39797)
C (6.94490, 0.02715, 0.07255)
C (5.75359, 0.09893, 0.68530)
C (5.63645, 0.19801, 2.18711)
O (4.52078, 0.28874, 2.66622)
O (4.61134, 0.09828, 0.02232)
O (9.19966, 0.08723, 3.00245)
H (6.75904, 0.24096, 4.05274)
H (7.03945, -0.03818, -1.00203)
H (3.87973, 0.12661, 0.66733)
H (9.88933, 0.03245, 2.31174)
C (-0.09214, 8.01723, -3.38475)
C (-0.16798, 7.40575, -2.19562)
C (-0.08426, 5.90651, -2.05636)
O (-0.14649, 5.45449, -0.92799)
C (0.06195, 5.10770, -3.25786)
C (0.13425, 5.71906, -4.44817)
C (0.07248, 7.21807, -4.58529)
O (0.16163, 7.68181, -5.70690)
O (0.26346, 5.06933, -5.59620)
O (-0.31856, 8.04951, -1.04664)
H (-0.14898, 9.09093, -3.49321)
H (0.10570, 4.03127, -3.15012)
H (0.29414, 5.75045, -6.29525)
H (-0.33692, 7.35877, -0.35519)
C (-4.24271, 2.22017, -5.94117)
C (-3.45422, 2.37848, -7.01212)
C (-2.10063, 1.72221, -7.11824)
O (-1.47343, 1.92098, -8.14384)
C (-1.63679, 0.91281, -6.01292)
C (-2.42300, 0.75397, -4.93578)
C (-3.78603, 1.39367, -4.83868)
O (-4.43625, 1.18265, -3.83175)
O (-2.07194, 0.04378, -3.88279)
O (-3.78376, 3.11326, -8.06490)
H (-5.21456, 2.68564, -5.85898)
H (-0.65796, 0.46049, -6.08707)
H (-2.81410, 0.08087, -3.24709)
H (-3.03035, 3.04288, -8.68423)
C (-0.77186, -4.27404, 5.47900)
C (-0.63871, -3.76159, 6.70882)
C (-0.84272, -4.59354, 7.94889)
O (-0.68243, -4.03877, 9.01912)
C (-1.21529, -5.98685, 7.79334)
C (-1.35066, -6.49901, 6.56197)
C (-1.12511, -5.67191, 5.32265)
O (-1.25402, -6.22790, 4.24764)
O (-1.68671, -7.75769, 6.32618)
O (-0.31814, -2.49735, 6.94536)
H (-0.62682, -3.68464, 4.58584)
H (-1.37241, -6.57248, 8.68774)
H (-1.70800, -7.86054, 5.35509)
H (-0.28746, -2.40326, 7.91833)

Atoms 1-6, force components in eV/Å:
C 0.376 -0.536 -0.110
C -0.455 0.359 -0.029
C 0.634 -0.416 -0.194
Br -0.175 0.093 -0.006
C -0.652 0.025 -0.470
C 0.020 0.002 0.457

Its highest occupied orbital energy is -9.18 eV. For the calculated total energy, the calculation gives -162088.46386 eV. The orbital gap comes out at 7.33 eV. Its molar mass is 925.496 u.

***

Question: Look up the calculated total energy of the third one.
Answer: -162088.46386 eV

***

Question: The lowest calculated total energy belongs to which entry?
Answer: C35H30BrGeN3ORuTe

***

Question: Look up the calculated total energy of the third one.
Answer: -162088.46386 eV